No. 1
The following is a quantum chemistry calculation of a cluster of 3 separate species, H7O3 in total, from the OMol25 dataset.

Geometry as XYZ:
```
10
Properties=species:S:1:pos:R:3:nbo_charge:R:1
O -2.0331 -0.1114 -0.9968 -0.9219
H -2.4627 0.2667 -1.7670 0.5275
H -2.7405 -0.3673 -0.3844 0.5285
O 1.5702 -0.0176 1.5543 -0.9419
H 2.4533 -0.3384 1.7265 0.5101
H 1.3343 0.4767 2.3436 0.5242
O 0.4144 0.0825 -0.5966 -0.8971
H 1.1383 -0.0635 0.1469 0.5566
H 1.0151 0.0026 -1.3982 0.5437
H -0.6894 0.0697 -0.6281 0.5702
```

Values from the calculation:
Total charge = +1
Kohn-Sham gap = 13.70 eV
Relative energy (zero: lowest compared OMol25 entry of this formula, charge and spin) = 13.1 kcal/mol
LUMO energy = -3.580 eV



No. 2
The following is a quantum chemistry calculation of a structure of composition C30H26F9IrNO3Si, from the OMol25 dataset.

Geometry as XYZ:
```
71
Properties=species:S:1:pos:R:3:mulliken_spin:R:1
Ir 1.3159 1.0170 0.6747 3.0182
O -0.5555 2.0245 1.7011 0.1079
C -0.9687 1.8070 3.0767 0.0001
C -1.1904 0.3246 3.4218 -0.0075
C -1.1628 -0.6327 2.2101 0.0247
C 0.1086 -1.4246 2.1537 -0.0043
C 0.3380 -2.4787 3.0293 0.0122
C 1.5348 -3.1679 2.9807 0.0068
C 2.4699 -2.8425 2.0036 0.0120
C 2.1784 -1.8092 1.1476 0.0036
N 1.0445 -1.0888 1.2522 0.1620
H -0.2409 2.9390 1.6491 -0.0161
H -1.9005 2.3568 3.2078 0.0052
H -0.2258 2.2298 3.7520 0.0015
H -2.1478 0.2447 3.9323 -0.0005
H -0.4227 0.0221 4.1347 0.0034
H -1.2742 -0.0685 1.2884 0.0063
H -1.9963 -1.3304 2.2706 0.0057
H -0.4215 -2.7313 3.7567 0.0015
H 1.7370 -3.9551 3.6945 0.0004
H 3.4098 -3.3688 1.9282 0.0010
H 2.8540 -1.5340 0.3466 0.0031
O 0.4600 0.5325 -1.0013 0.4062
Si -0.6892 -0.0550 -1.9968 0.0213
C -1.5782 1.2566 -3.0169 0.0047
C -2.7011 0.8685 -3.7476 -0.0012
C -3.4567 1.8161 -4.4226 0.0013
C -3.0762 3.1521 -4.3959 -0.0009
C -1.9571 3.5436 -3.6786 -0.0021
C -1.1997 2.5983 -2.9964 0.0038
C -1.9845 -1.0505 -1.0512 -0.0081
C -3.2132 -0.4868 -0.7022 0.0053
C -4.1421 -1.2137 0.0335 0.0003
C -3.8449 -2.5068 0.4426 0.0014
C -2.6356 -3.0894 0.0821 0.0002
C -1.7107 -2.3637 -0.6564 0.0084
C -0.0155 -1.2223 -3.3301 0.0132
C 1.2859 -1.0686 -3.8097 0.0054
C 1.7930 -1.9637 -4.7432 -0.0012
C 1.0004 -2.9981 -5.2173 -0.0005
C -0.2948 -3.1550 -4.7437 0.0018
C -0.8085 -2.2644 -3.8092 -0.0022
H -2.9995 -0.1730 -3.7822 0.0002
H -4.3351 1.5072 -4.9741 0.0001
H -3.6476 3.8873 -4.9472 0.0000
H -1.6656 4.5858 -3.6483 0.0000
H -0.3250 2.9085 -2.4359 -0.0056
H -3.4532 0.5228 -1.0154 0.0001
H -5.1012 -0.7753 0.2778 0.0000
H -4.5587 -3.0654 1.0344 0.0001
H -2.4211 -4.1133 0.3625 0.0002
H -0.7738 -2.8276 -0.9468 0.0018
H 1.9073 -0.2565 -3.4494 0.0003
H 2.8084 -1.8445 -5.0993 0.0000
H 1.3874 -3.6769 -5.9658 0.0000
H -0.9114 -3.9707 -5.0988 0.0002
H -1.8202 -2.4047 -3.4492 0.0003
F 4.4986 4.3483 2.1912 0.0004
C 4.5434 3.0224 2.1240 0.0006
F 4.6691 2.6723 0.8413 0.0015
F 5.6328 2.6078 2.7673 0.0011
C 3.2433 2.3774 2.7115 0.0110
O 2.2149 2.4128 1.8133 0.1157
C 3.5811 0.9054 3.0913 0.0595
F 4.0814 0.2715 2.0126 -0.0006
F 2.4428 0.2442 3.3982 0.0035
F 4.4127 0.7549 4.0989 0.0008
C 2.8329 3.1370 4.0131 0.0040
F 3.8742 3.5078 4.7421 0.0011
F 2.0511 2.3570 4.7796 -0.0012
F 2.1164 4.2145 3.7019 0.0009
```

Values from the calculation:
Total charge = +1
Kohn-Sham gap (alpha / beta) = 8.10 / 5.19 eV
2S+1 = 5
LUMO energy (alpha / beta) = -3.025 / -5.931 eV



No. 3
The following is a quantum chemistry calculation of a structure of composition C28H40DyNO2, from the OMol25 dataset.

Geometry as XYZ:
```
72
Properties=species:S:1:pos:R:3:mulliken_spin:R:1
O 1.0021 -0.3979 -4.8477 0.0040
C 1.2246 0.6964 -5.7040 0.0002
C 1.1008 0.1869 -7.0974 -0.0001
H 2.1847 1.1430 -5.4920 0.0001
H 0.3912 1.3494 -5.7961 -0.0002
C 0.9531 -1.0719 -6.1969 0.0003
H 2.0315 0.4454 -7.6079 0.0000
H 0.2277 0.6012 -7.6114 0.0000
C 2.1521 -1.9421 -6.5511 0.0000
H 3.1019 -1.3720 -6.6099 0.0000
H 1.9803 -2.3512 -7.5637 0.0000
H 2.2921 -2.8004 -5.8983 0.0000
C -0.3751 -1.7614 -6.3226 0.0001
H -1.2250 -1.0881 -6.1794 0.0000
H -0.4595 -2.5377 -5.5703 0.0000
H -0.4564 -2.2467 -7.2903 0.0000
Dy 0.0022 -0.3352 -0.7619 5.0339
C -1.8481 -1.2335 0.6880 -0.0130
C -1.7917 0.1580 1.0338 -0.0140
C -2.1975 0.9301 -0.0859 0.0048
H -1.5542 0.5568 2.0158 0.0026
C -2.5522 0.0211 -1.1233 -0.0081
C -2.3534 -1.3204 -0.6407 0.0186
H -2.6035 -2.2156 -1.1993 0.0018
H -1.5908 -2.0813 1.3264 -0.0020
H -2.2459 2.0192 -0.1395 0.0025
H -2.9915 0.2718 -2.0851 -0.0024
C 1.2395 -2.2969 0.0464 -0.0198
C 0.5505 -2.6799 -1.1591 0.0214
C 1.1046 -1.9132 -2.2418 -0.0348
H -0.2441 -3.4070 -1.2587 0.0041
C 2.1773 -1.1153 -1.7285 -0.0047
C 2.2618 -1.3512 -0.3135 0.0115
H 3.0358 -0.9523 0.3489 0.0044
H 1.0655 -2.7208 1.0379 0.0044
H 0.8154 -1.9531 -3.2911 -0.0051
H 2.8071 -0.4873 -2.3405 -0.0004
O 0.3826 2.4206 -4.5082 0.0016
C -0.8871 1.9065 -3.8413 0.0076
C -1.9419 2.9641 -4.1880 -0.0011
H -0.6423 1.8575 -2.7494 -0.0070
H -1.2131 0.8939 -4.2066 0.0013
C -1.1010 4.1732 -4.7070 0.0000
H -2.3946 3.2539 -3.2326 0.0004
H -2.7658 2.6433 -4.8800 -0.0002
C 0.3599 3.8382 -4.3924 0.0001
H -1.3515 5.1098 -4.2282 0.0000
H -1.2462 4.3003 -5.7897 0.0000
H 0.6367 4.0747 -3.3406 -0.0002
H 1.1481 4.1590 -5.0830 0.0000
C -0.6569 1.5242 4.3880 0.0000
N -0.3701 0.3003 3.6743 0.0003
C -0.8598 -0.8891 4.3563 0.0001
C 0.9400 0.1669 3.0469 0.0029
C 1.2965 1.3069 2.1024 -0.0442
C 1.6326 2.5556 2.6552 0.0000
C 1.9103 3.6561 1.8377 0.0008
C 2.0621 3.4575 0.4709 -0.0037
C 1.7273 2.1988 -0.1013 -0.0195
C 1.2429 1.2044 0.7123 0.0517
H 0.0380 1.6889 5.2253 0.0000
H -1.6763 1.4468 4.7788 -0.0001
H -0.6041 2.3798 3.7073 0.0001
H -0.8106 -1.7602 3.6842 0.0000
H -0.2871 -1.1124 5.2735 0.0000
H -1.9075 -0.7267 4.6334 0.0000
H 1.7143 0.0552 3.8418 0.0002
H 0.9294 -0.7863 2.4950 -0.0044
H 1.6722 2.6904 3.7443 0.0002
H 2.0334 4.6436 2.2975 0.0001
H 2.4550 4.2739 -0.1351 -0.0001
H 1.8913 2.0604 -1.1767 0.0025
```

Values from the calculation:
Total charge = 0
Kohn-Sham gap (alpha / beta) = 7.90 / 7.92 eV
2S+1 = 6
Relative energy (zero: lowest compared OMol25 entry of this formula, charge and spin) = 71.2 kcal/mol
LUMO energy (alpha / beta) = 0.455 / 0.460 eV



No. 4
The following is a quantum chemistry calculation of a cluster of 2 separate species, CH3FNO2S in total, from the OMol25 dataset.

Geometry as XYZ:
```
9
Properties=species:S:1:pos:R:3:nbo_charge:R:1
C -1.0954 1.0420 -1.0888 -0.1171
N -1.3341 0.6218 1.5009 -1.0911
O 1.8237 -1.4671 0.7413 -0.8437
O -2.3075 -1.0497 -0.1260 -0.9615
F -0.2098 1.9568 -0.4683 -0.4052
S -1.1350 -0.2693 0.2561 1.5614
H -0.5731 0.6392 -2.0187 0.1096
H 2.3980 -0.6600 0.9392 0.3962
H -0.3718 0.9143 1.7364 0.3514
```

Values from the calculation:
Total charge = -1
Kohn-Sham gap (alpha / beta) = 7.18 / 4.99 eV
Relative energy (zero: lowest compared OMol25 entry of this formula, charge and spin) = 143.7 kcal/mol
LUMO energy (alpha / beta) = 2.888 / 1.819 eV



No. 5
The following is a quantum chemistry calculation of a structure of composition C43H51CdCl5N8O2P2S, from the OMol25 dataset.

Geometry as XYZ:
```
113
Properties=species:S:1:pos:R:3:mulliken_charge:R:1
Cd -0.0474 -0.0788 1.8046 1.2531
C 3.5989 2.1443 4.6314 -1.7648
C 2.9198 0.9138 4.0835 0.5393
N 1.6521 0.7478 4.1124 0.9692
N 0.8392 1.5837 4.7463 -1.3058
C 0.0917 2.3815 4.0760 -0.0139
N -0.8655 3.1390 4.7339 -0.5596
S 0.3441 2.6749 2.3989 -0.3863
C 3.6832 -0.1723 3.4804 0.7079
C 4.8923 0.0219 2.8028 -1.1438
C 5.4960 -1.0671 2.2012 -0.4025
C 4.9119 -2.3187 2.3228 -0.8512
C 3.7452 -2.4222 3.0717 -0.3545
N 3.1492 -1.3865 3.6134 -0.0496
H 3.1702 2.3621 5.6095 0.3660
H 4.6743 2.0159 4.7294 0.5124
H 3.3829 2.9944 3.9825 0.2731
H -1.2243 2.7069 5.5737 0.2899
H -1.5852 3.4621 4.1039 0.2600
H 5.3184 1.0110 2.7204 0.3581
H 6.4124 -0.9407 1.6363 0.4107
H 5.3422 -3.1878 1.8484 0.4190
H 3.2734 -3.3794 3.2546 0.8244
O 1.1014 -5.0609 3.1191 -0.8347
C 0.8326 -4.1642 2.3319 0.1663
O -0.0198 -3.2445 2.4300 -0.4124
C 1.5751 -4.0388 0.9662 -0.7762
P 0.6975 -2.5079 0.4086 0.7332
C -0.9473 -3.1924 -0.0121 1.8702
C -2.0468 -2.4680 0.4379 -0.1755
C -3.3272 -2.9734 0.3388 -0.4302
C -3.5340 -4.2145 -0.2428 -0.7890
C -2.4544 -4.9248 -0.7404 -0.9836
C -1.1670 -4.4232 -0.6199 -0.3723
C 1.5635 -2.5034 -1.2399 0.7093
C 1.0950 -2.9441 -2.4712 -0.3197
C 1.9178 -2.9275 -3.5865 -0.7684
C 3.2198 -2.4629 -3.4926 -0.5298
C 3.6888 -1.9959 -2.2751 -0.1885
C 2.8657 -2.0114 -1.1671 -0.9510
H 1.4290 -4.8984 0.3050 0.6226
H 2.6494 -3.8828 1.0869 0.4514
H -1.8709 -1.4908 0.8672 -0.7862
H -4.1661 -2.4031 0.7188 0.4566
H -4.5317 -4.6321 -0.3123 0.3802
H -2.6116 -5.8861 -1.2159 0.3900
H -0.3411 -5.0043 -1.0043 0.3175
H 0.0789 -3.3022 -2.5605 0.1711
H 1.5443 -3.2816 -4.5402 0.3682
H 3.8653 -2.4523 -4.3631 0.3291
H 4.6960 -1.6060 -2.1978 0.3181
H 3.2215 -1.6310 -0.2135 0.2133
Cl 0.5199 -1.8496 4.9336 -0.1116
C -0.9507 -0.9896 4.8398 1.6697
C -1.3599 -0.4563 3.6140 -3.4075
C -2.6012 0.1651 3.6153 1.9209
Cl -3.1952 0.7409 2.0944 -0.1137
C -3.3919 0.3214 4.7487 -0.2089
Cl -4.9025 1.1525 4.6944 -0.2482
C -2.9338 -0.1853 5.9546 0.6177
Cl -3.8488 0.0480 7.3936 -0.2481
C -1.7189 -0.8542 5.9958 -0.0476
Cl -1.1761 -1.4764 7.5023 -0.2477
N -0.5435 0.3415 -0.2618 0.3784
P -0.8732 1.2077 -1.4528 -1.8722
N 0.4287 1.5908 -2.5259 0.9532
C 1.6262 2.0767 -1.8996 -0.9192
C 2.8682 1.3695 -2.4452 0.0194
C 2.9107 1.4633 -3.9698 -1.0685
C 1.5985 0.9367 -4.5400 -0.2315
C 0.4544 1.7655 -3.9486 -1.2236
N -1.9216 0.5848 -2.6876 1.0398
C -1.5224 -0.6467 -3.3122 -0.6876
C -2.4372 -1.8236 -2.9737 0.3409
C -3.8920 -1.4772 -3.2660 -1.3302
C -4.2604 -0.2105 -2.5030 -0.6690
C -3.3018 0.9231 -2.8797 -0.9712
N -1.5814 2.7500 -1.2374 1.0904
C -1.8018 3.7021 -2.2855 -0.9463
C -1.1274 5.0393 -1.9708 -0.6579
C -1.6754 5.5778 -0.6549 -0.9683
C -1.3966 4.5457 0.4286 -0.7076
C -2.0070 3.1936 0.0583 0.4258
H 1.5171 1.8988 -0.8252 0.1376
H 1.7398 3.1654 -2.0692 0.1580
H 2.8206 0.3225 -2.1494 -0.2970
H 3.7689 1.8155 -2.0132 0.4951
H 3.7601 0.8978 -4.3648 0.5109
H 3.0359 2.5089 -4.2741 0.4067
H 1.4698 -0.1057 -4.2463 -0.0496
H 1.5979 0.9949 -5.6322 0.3333
H -0.5021 1.4681 -4.3770 0.3753
H 0.6289 2.8298 -4.2062 0.3809
H -0.5061 -0.8546 -2.9658 0.1050
H -1.5137 -0.5237 -4.4150 0.1415
H -2.3314 -2.0509 -1.9163 -0.4895
H -2.1326 -2.6973 -3.5562 0.5649
H -4.5433 -2.3027 -2.9646 0.4316
H -4.0273 -1.3116 -4.3412 0.4298
H -4.1831 -0.3955 -1.4313 0.1886
H -5.2846 0.0962 -2.7351 0.4685
H -3.5336 1.8003 -2.2748 0.3042
H -3.4649 1.1786 -3.9481 0.2801
H -2.8840 3.8843 -2.4177 0.4323
H -1.4164 3.2808 -3.2124 0.3970
H -1.2998 5.7431 -2.7895 0.3545
H -0.0533 4.8819 -1.8690 0.1507
H -2.7521 5.7456 -0.7458 0.3823
H -1.2161 6.5384 -0.4026 0.4341
H -1.7856 4.8669 1.3976 0.2439
H -0.3203 4.4130 0.5288 0.2489
H -1.6657 2.4386 0.7678 -0.7701
H -3.1078 3.2685 0.0965 0.1502
```

Values from the calculation:
Total charge = -2
Kohn-Sham gap = 6.56 eV
Relative energy (zero: lowest compared OMol25 entry of this formula, charge and spin) = 10.8 kcal/mol
LUMO energy = 4.147 eV



No. 6
The following is a quantum chemistry calculation of a cluster of 2 separate species, C9H15NO4 in total, from the OMol25 dataset.

Geometry as XYZ:
```
29
Properties=species:S:1:pos:R:3:nbo_charge:R:1
C -0.0311 -0.0150 1.6862 0.3526
C -0.4675 1.2716 1.0318 -0.3867
C 0.6088 1.4292 -0.1980 0.0477
C 1.6521 0.3768 0.1477 0.2963
C 0.7240 -0.0992 -1.9564 0.5609
C -0.3590 2.4486 2.0616 -0.5899
C -0.2442 -1.2192 -1.7901 -0.6790
C 1.3429 0.1242 -3.2967 -0.6416
C -1.6022 -2.5914 2.0718 -0.4909
N -1.7572 -1.3681 1.3175 0.1073
O -2.7648 -0.7093 1.5099 -0.3508
O 0.9796 -0.4203 1.2037 -0.4708
O 0.2147 1.1677 -1.4729 -0.5235
O 1.9043 -0.3228 -0.9985 -0.5277
H -1.4400 1.2017 0.8375 0.2414
H 0.9753 2.4761 -0.1908 0.1929
H 2.5793 0.7874 0.5616 0.1925
H -0.6418 3.3633 1.5905 0.2154
H 0.6434 2.3171 2.4891 0.2003
H -1.0697 2.3432 2.8049 0.2203
H -1.2002 -0.8672 -2.0453 0.2359
H -0.4054 -1.4159 -0.7747 0.2447
H 0.0945 -2.0856 -2.3912 0.2212
H 1.6877 -0.8433 -3.6096 0.2166
H 2.2298 0.7616 -3.2085 0.2300
H 0.7487 0.6076 -3.9673 0.2289
H -2.2247 -2.6277 2.8752 0.2012
H -1.6542 -3.4222 1.3124 0.2218
H -0.5232 -2.6691 2.3986 0.2331
```

Values from the calculation:
Total charge = 0
Kohn-Sham gap (alpha / beta) = 7.70 / 7.69 eV
Relative energy (zero: lowest compared OMol25 entry of this formula, charge and spin) = 175.0 kcal/mol
LUMO energy (alpha / beta) = 0.262 / 0.257 eV



Number 1: maximum force 2.8 eV/A. Number 2: maximum force 3.1 eV/A. Number 3: maximum force 3.7 eV/A. Number 4: maximum force 2.4 eV/A. Number 5: maximum force 1.7 eV/A. Number 6: maximum force 7.5 eV/A.